1.
C15H10N4O | the ωB97M-V functional and the def2-TZVPD basis

Cartesian coordinates (Å):
N1 -0.262 2.834 0.791
N2 -1.246 2.735 1.751
N3 0.909 0.316 -3.063
O1 1.823 -2.587 -0.415
C1 0.028 1.612 0.318
C2 -1.530 1.484 1.932
C3 0.742 -3.252 -0.870
C4 1.348 -1.621 0.493
C5 -0.438 -2.725 -0.364
C6 -2.042 -1.240 2.073
C7 -0.025 -1.629 0.484
C8 -0.777 0.630 1.083
C9 -0.950 -0.723 1.193
C10 -2.752 -0.344 2.875
C11 2.065 0.957 -3.299
C12 0.267 0.517 -1.892
C13 2.588 1.895 -2.430
C14 1.917 2.155 -1.231
C15 0.747 1.409 -0.937
N4 -2.508 1.016 2.793
H1 0.746 -4.184 -1.450
H2 2.007 -0.950 1.078
H3 -1.451 -3.061 -0.600
H4 -2.217 -2.315 2.174
H5 -3.588 -0.749 3.468
H6 2.562 0.822 -4.247
H7 -0.692 0.040 -1.749
H8 3.531 2.343 -2.704
H9 2.279 2.908 -0.520
H10 -3.082 1.707 3.268

The charge is 0. As for the HOMO energy: -8.145 eV. As for the SMILES: c1cncc(-c2nnc3[nH]ccc(-c4ccoc4)c2-3)c1.

=====

2.
C15H11BCo2O6 | the ωB97M-V functional and the def2-TZVPD basis

Cartesian coordinates (Å):
O1 2.591 -3.481 -1.012
C1 2.762 -2.387 -0.684
Co1 3.001 -0.680 -0.281
C2 2.795 -0.718 1.498
O2 2.746 -0.661 2.649
C3 4.704 -0.952 -0.654
O3 5.819 -1.081 -0.929
C4 1.440 -0.387 -1.375
C5 0.223 0.133 -1.049
C6 -1.136 -0.134 -1.498
C7 -2.323 0.423 -0.709
C8 -3.563 -0.181 -0.943
C9 -4.713 0.326 -0.343
C10 -4.611 1.425 0.525
C11 -3.368 2.012 0.783
C12 -2.215 1.491 0.179
Co2 1.502 1.234 -0.535
C13 3.336 1.273 -0.187
O4 4.245 1.996 -0.019
C14 1.343 2.858 -1.261
O5 1.218 3.909 -1.732
C15 1.028 1.602 1.135
O6 0.762 1.863 2.231
H1 1.587 -0.838 -2.373
H2 -1.219 0.258 -2.532
H3 -3.602 -1.057 -1.597
H4 -5.681 -0.131 -0.555
H5 -5.510 1.825 0.996
H6 -3.286 2.871 1.448
H7 -1.238 1.920 0.414
H8 -1.276 -1.199 -1.570
B1 0.653 -3.382 2.497
H9 0.226 -4.511 2.309
H10 1.378 -2.874 1.657
H11 0.383 -2.764 3.517

The charge is 0. As for the HOMO energy: -8.211 eV.

=====

Number 1: F_max 2.69 eV/Å. Number 2: F_max 3.49 eV/Å.